Entry 1:
C17H20BrFN6O2 | ωB97M-V/def2-TZVPD

The HOMO-LUMO gap comes out at 9.37 eV. Its SMILES is O=C(NCC[C@@H](F)Cn1cc(C2(C3CC3)CC2)nn1)c1ncnc(O)c1Br. For the LUMO energy, the calculation gives 0.037 eV. The HOMO energy comes out at -9.3 eV.

Structure (ORCA input):
```
! wB97M-V def2-TZVPD RIJCOSX def2/J DEFGRID3
* xyz 0 1
O 1.667 -0.657 1.882
C 0.975 -1.592 1.524
N -0.317 -1.465 1.161
C -0.960 -0.174 1.102
C -0.649 0.565 -0.196
C -1.292 -0.098 -1.395
F -2.584 0.421 -1.564
C -0.570 0.120 -2.712
N 0.708 -0.561 -2.731
C 1.937 -0.042 -2.918
C 2.774 -1.131 -2.876
C 4.241 -1.176 -3.089
C 4.653 -0.947 -4.516
C 6.025 -1.293 -5.002
C 4.845 -2.110 -5.442
C 5.117 -0.651 -1.980
C 5.019 -2.124 -2.234
N 2.010 -2.234 -2.676
N 0.763 -1.883 -2.587
C 1.478 -3.023 1.453
N 0.567 -3.916 1.035
C 0.948 -5.169 0.923
N 2.154 -5.646 1.196
C 3.041 -4.780 1.643
O 4.256 -5.236 1.944
C 2.751 -3.417 1.810
Br 4.090 -2.307 2.525
H -0.794 -2.307 0.877
H -2.036 -0.330 1.192
H -0.642 0.419 1.959
H -1.023 1.591 -0.134
H 0.435 0.630 -0.319
H -1.398 -1.173 -1.235
H -1.187 -0.264 -3.525
H -0.391 1.180 -2.890
H 2.110 1.010 -3.063
H 4.204 -0.057 -4.944
H 6.486 -0.631 -5.722
H 6.731 -1.732 -4.312
H 4.721 -3.099 -5.023
H 4.505 -2.022 -6.465
H 6.027 -0.138 -2.259
H 4.642 -0.255 -1.092
H 4.462 -2.733 -1.538
H 5.867 -2.638 -2.666
H 0.208 -5.881 0.576
H 4.251 -6.185 1.751
*
```

Entry 2:
C17H20BrN3O7 | ωB97M-V/def2-TZVPD

The HOMO-LUMO gap comes out at 9.68 eV. Its SMILES is [H]/N=C/C[C@]1(Br)CC(=O)N[C@H]1c1cccnc1.O=C1OCCO1.O=C1OCCO1. For the LUMO energy, the calculation gives 0.296 eV. The HOMO energy comes out at -9.4 eV.

Structure (ORCA input):
```
! wB97M-V def2-TZVPD RIJCOSX def2/J DEFGRID3
* xyz 0 1
H -3.202 -0.181 2.327
N -2.727 -1.050 2.076
C -1.833 -0.755 1.220
C -0.947 -1.855 0.683
C 0.530 -1.640 0.986
Br 1.289 -0.364 -0.316
C 1.286 -2.982 0.697
C 2.334 -3.128 1.833
O 2.981 -4.102 2.145
N 2.353 -1.855 2.410
C 0.945 -1.473 2.447
C 0.534 -0.274 3.243
C 1.125 0.963 3.061
C 0.638 1.965 3.848
C -0.339 1.780 4.784
N -0.911 0.592 4.965
C -0.462 -0.364 4.181
H -1.684 0.277 0.912
H -1.127 -1.904 -0.394
H -1.328 -2.767 1.147
H 1.914 -3.000 -0.196
H 0.621 -3.841 0.604
H 2.905 -1.738 3.249
H 0.451 -2.305 2.985
H 1.901 1.125 2.327
H 1.069 2.955 3.749
H -0.694 2.601 5.393
H -0.939 -1.339 4.288
O -0.565 2.830 0.874
C -1.160 2.902 -0.152
O -1.277 4.031 -0.891
C -1.852 3.675 -2.152
C -2.581 2.397 -1.827
O -1.811 1.865 -0.742
H -2.513 4.460 -2.511
H -1.050 3.524 -2.877
H -3.601 2.574 -1.479
H -2.604 1.701 -2.661
O -0.863 0.977 -4.315
C 0.068 0.306 -4.631
O 0.487 -0.789 -3.954
C 1.473 -1.446 -4.754
C 1.983 -0.325 -5.628
O 0.847 0.540 -5.713
H 2.249 -1.882 -4.130
H 0.989 -2.240 -5.326
H 2.808 0.222 -5.169
H 2.287 -0.662 -6.616
*
```

Entry 3:
C17H20Cl3IrNO3S2 | ωB97M-V/def2-TZVPD

The HOMO-LUMO gap (alpha / beta) comes out at 3.61 / 3.58 eV. For the LUMO energy (alpha / beta), the calculation gives 3.691 / 2.357 eV. The HOMO energy (alpha / beta) comes out at 0.1 / -1.2 eV. As for the expectation value of S²: 8.7960.

Structure (ORCA input):
```
! wB97M-V def2-TZVPD RIJCOSX def2/J DEFGRID3
* xyz -2 6
C -1.728 -0.669 -1.243
C -0.932 0.046 -2.223
C -0.889 1.419 -1.841
C -0.343 -0.508 -3.474
C -1.635 1.582 -0.631
C -2.173 0.299 -0.256
C -3.220 0.061 0.785
C -2.182 -2.082 -1.354
C -0.217 2.508 -2.605
C -1.983 2.899 -0.024
Ir 0.129 -0.112 -0.016
Cl 3.800 -0.949 -3.386
Cl 1.287 -1.736 -1.041
Cl 1.816 1.381 -0.434
H -0.312 -1.600 -3.427
H 0.686 -0.143 -3.608
H -0.946 -0.204 -4.343
H 0.709 2.143 -3.066
H 0.017 3.353 -1.946
H -0.868 2.882 -3.409
H -1.086 3.529 0.022
H -2.394 2.757 0.981
H -2.734 3.441 -0.625
H -3.037 0.726 1.637
H -3.179 -0.984 1.106
H -4.239 0.266 0.414
H -1.364 -2.695 -1.745
H -3.043 -2.180 -2.033
H -2.477 -2.448 -0.366
O -0.475 -1.429 1.320
H -0.489 -0.977 2.196
O -0.008 -0.483 6.028
S 1.057 0.298 5.378
O 1.267 1.651 5.873
N 0.936 0.201 3.744
C 1.993 -0.414 3.183
S 2.126 -0.540 1.491
C 2.974 -0.954 4.108
C 4.134 -1.666 3.778
C 5.002 -2.082 4.783
C 4.693 -1.777 6.127
C 3.510 -1.057 6.442
C 2.638 -0.641 5.424
H 4.334 -1.878 2.720
H 5.915 -2.638 4.520
H 5.404 -2.119 6.905
H 3.306 -0.839 7.493
*
```

Entry 4:
C17H20Cl4F2O | ωB97M-V/def2-TZVPD

The HOMO-LUMO gap comes out at 9.79 eV. Its SMILES is Fc1ccccc1.Fc1ccccc1.CC(C)=O.ClCCl.ClCCl. For the LUMO energy, the calculation gives 0.591 eV. The HOMO energy comes out at -9.2 eV.

Structure (ORCA input):
```
! wB97M-V def2-TZVPD RIJCOSX def2/J DEFGRID3
* xyz 0 1
F -0.266 2.711 0.948
C 0.342 3.592 0.113
C -0.009 4.918 0.031
C 0.745 5.834 -0.736
C 1.750 5.337 -1.496
C 2.267 4.052 -1.296
C 1.511 3.194 -0.539
H -0.947 5.302 0.403
H 0.351 6.825 -0.905
H 2.232 5.967 -2.229
H 3.139 3.711 -1.835
H 1.881 2.180 -0.514
F -3.033 -4.634 1.554
C -3.069 -3.667 2.496
C -2.743 -4.007 3.863
C -2.732 -3.103 4.877
C -3.101 -1.805 4.622
C -3.457 -1.404 3.340
C -3.392 -2.317 2.268
H -2.377 -5.011 4.019
H -2.364 -3.398 5.849
H -3.004 -1.130 5.459
H -3.649 -0.377 3.067
H -3.557 -1.989 1.253
C 1.307 -2.371 -0.832
C 0.546 -1.072 -0.737
C -0.713 -1.120 0.143
O 0.905 -0.054 -1.293
H 0.828 -3.037 -1.550
H 1.317 -2.853 0.145
H 2.313 -2.098 -1.150
H -1.664 -1.199 -0.385
H -0.777 -0.168 0.670
H -0.720 -1.977 0.816
Cl 3.896 -2.061 -3.586
C 5.027 -3.321 -2.917
Cl 5.573 -2.918 -1.313
H 4.565 -4.307 -2.969
H 5.937 -3.375 -3.515
Cl -0.436 3.623 -4.080
C -0.882 2.184 -3.068
Cl -2.217 1.328 -3.856
H -0.064 1.464 -3.022
H -1.257 2.555 -2.114
*
```

Entry 5:
C17H20ClN3OS | ωB97M-V/def2-TZVPD

The HOMO-LUMO gap comes out at 8.31 eV. Its SMILES is O=C(CN1CCN(c2ccc(Cl)cc2)CC1)NCc1cccs1. For the LUMO energy, the calculation gives 0.540 eV. The HOMO energy comes out at -7.8 eV.

Structure (ORCA input):
```
! wB97M-V def2-TZVPD RIJCOSX def2/J DEFGRID3
* xyz 0 1
O -0.013 -0.592 2.984
C 0.927 -0.449 2.230
C 1.437 0.924 1.788
N 0.670 1.495 0.694
C 0.735 0.729 -0.536
C 0.102 1.560 -1.650
N -1.278 1.842 -1.324
C -2.219 1.999 -2.324
C -3.184 3.013 -2.297
C -4.153 3.108 -3.277
C -4.177 2.194 -4.315
Cl -5.386 2.316 -5.549
C -3.234 1.180 -4.369
C -2.274 1.084 -3.385
C -1.376 2.574 -0.082
C -0.717 1.758 1.032
N 1.560 -1.495 1.647
C 1.237 -2.867 1.970
C 2.422 -3.611 2.486
C 2.793 -4.895 2.232
C 3.976 -5.272 2.908
C 4.490 -4.266 3.656
S 3.537 -2.837 3.566
H 1.355 1.604 2.639
H 2.484 0.867 1.478
H 1.784 0.537 -0.779
H 0.203 -0.234 -0.457
H 0.169 1.028 -2.598
H 0.665 2.503 -1.738
H -3.175 3.753 -1.514
H -4.884 3.900 -3.238
H -3.260 0.462 -5.175
H -1.569 0.269 -3.430
H -2.425 2.718 0.176
H -0.878 3.554 -0.154
H -0.746 2.326 1.964
H -1.286 0.827 1.178
H 2.368 -1.335 1.067
H 0.446 -2.813 2.729
H 0.839 -3.385 1.088
H 2.239 -5.554 1.588
H 4.421 -6.248 2.831
H 5.374 -4.267 4.262
*
```